(1)
Below is a 3-piece molecular cluster, C6H10O overall, with properties calculated with wB97M-V/def2-TZVPD.

Bonds (Å) are listed after each position.
Positions of all 17 atoms, in Å:
1 O -2.23386 0.60994 0.99189  C2 1.366, H8 0.967
2 C -1.63983 0.42786 -0.22444  O1 1.366, C3 1.370, H9 1.081
3 C -0.64069 1.23799 -0.69493  C2 1.370, H10 1.085, H11 1.084
4 C 1.39461 0.87675 0.19697  C5 1.374, H12 1.087, H13 1.085
5 C 1.81651 -0.42962 0.26304  C4 1.374, H14 1.086, H15 1.086
6 C 0.38184 -1.96069 -0.08673  C7 1.236, H16 1.073
7 C -0.83199 -1.72788 -0.08536  C6 1.236, H17 1.071
8 H -1.62223 1.10646 1.55207  O1 0.967
9 H -2.27935 -0.12530 -0.89728  C2 1.081
10 H -0.49552 2.21681 -0.25081  C3 1.085
11 H -0.36454 1.13546 -1.73863  C3 1.084
12 H 1.10492 1.38439 1.11307  C4 1.087
13 H 1.74282 1.52230 -0.60210  C4 1.085
14 H 2.47698 -0.80558 -0.51340  C5 1.086
15 H 1.92497 -0.89355 1.23896  C5 1.086
16 H 1.17089 -2.68798 -0.10200  C6 1.073
17 H -1.84856 -2.06358 -0.07965  C7 1.071

SMILES string	C=CO.C#C.C=C
E_HOMO	-7.925	eV
energy relative to the best compared isomer or geometry (same formula, charge and spin)	5.908	eV
frontier orbital gap	8.842	eV
charge	0


(2)
Below is a 2-piece molecular cluster, C6H10O overall, with properties calculated with wB97M-V/def2-TZVPD.

Bonds (Å) are listed after each position.
Positions of all 17 atoms, in Å:
1 C 0.75614 -1.33569 0.79430  C2 1.528, H8 1.095, H9 1.094, H10 1.095
2 C -0.13934 -0.10066 0.87413  C1 1.528, O3 1.423, C4 1.522, C7 1.521
3 O -0.36483 0.12612 2.26064  C2 1.423, H11 0.967
4 C -1.42411 -0.28903 0.08079  C2 1.522, C5 1.337, H13 1.085
5 C -1.48854 0.60925 -0.90709  C4 1.337, C6 1.484, H14 1.086
6 C -0.29089 1.48409 -0.84684  C5 1.484, C7 1.338, H15 1.085
7 C 0.48354 1.09723 0.17295  C2 1.521, C6 1.338, H16 1.085
8 H 1.70323 -1.13998 1.30785  C1 1.095
9 H 0.96015 -1.60229 -0.24723  C1 1.094
10 H 0.26232 -2.17697 1.29162  C1 1.095
11 H -0.92799 0.90908 2.33070  O3 0.967
12 H 1.52771 -0.31418 -2.19721  H17 0.744
13 H -2.14267 -1.06750 0.31518  C4 1.085
14 H -2.27651 0.70499 -1.64762  C5 1.086
15 H -0.09694 2.30255 -1.53296  C6 1.085
16 H 1.42559 1.53180 0.49076  C7 1.085
17 H 2.03315 -0.73883 -2.53995  H12 0.744

SMILES string	CC1(O)C=CC=C1.[H][H]
E_HOMO	-8.732	eV
energy relative to the best compared isomer or geometry (same formula, charge and spin)	1.635	eV
frontier orbital gap	9.426	eV
charge	0


(3)
Below is one molecule with the formula C6H10O, with properties calculated with wB97M-V/def2-TZVPD.

Bonds (Å) are listed after each position.
Positions of all 17 atoms, in Å:
1 C 1.67143 -0.56495 -0.36811  C2 1.518, H8 1.097, H9 1.095, H10 1.095
2 C 0.78926 0.35067 0.46081  C1 1.518, C3 1.552, C7 1.569, H11 1.097
3 C 0.07723 1.50197 -0.29888  C2 1.552, C4 1.523, H12 1.098, H13 1.094
4 C -1.24667 0.76720 -0.13443  C3 1.523, O5 1.445, C7 1.550, H14 1.096
5 O -1.41055 -0.33152 -1.05922  C4 1.445, C6 1.441
6 C -1.19168 -1.29417 -0.00913  O5 1.441, C7 1.525, H15 1.096, H16 1.102
7 C -0.61272 -0.20707 0.89058  C2 1.569, C4 1.550, C6 1.525, H17 1.088
8 H 2.03841 -1.40598 0.23332  C1 1.097
9 H 2.53985 -0.01911 -0.75284  C1 1.095
10 H 1.11741 -0.95777 -1.22670  C1 1.095
11 H 1.35459 0.71879 1.32579  C2 1.097
12 H 0.06050 2.42603 0.29310  C3 1.098
13 H 0.40678 1.71903 -1.31959  C3 1.094
14 H -2.17728 1.33625 -0.02712  C4 1.096
15 H -0.53140 -2.11716 -0.30560  C6 1.096
16 H -2.15407 -1.71232 0.32618  C6 1.102
17 H -0.73108 -0.20988 1.97184  C7 1.088

SMILES string	C[C@H]1C[C@H]2OC[C@@H]12
E_HOMO	-9.474	eV
energy relative to the best compared isomer or geometry (same formula, charge and spin)	1.540	eV
frontier orbital gap	10.571	eV
charge	0


(4)
Below is one molecule with the formula C6H10O, with properties calculated with wB97M-V/def2-TZVPD.

Bonds (Å) are listed after each position.
Positions of all 17 atoms, in Å:
1 C -1.85099 -0.68202 -0.24698  C2 1.521, H8 1.095, H9 1.096, H10 1.097
2 C -0.48675 -0.21391 0.23455  C1 1.521, O3 1.425, C4 1.545, C7 1.551
3 O -0.53603 -0.27459 1.65757  C2 1.425, H11 0.968
4 C -0.12789 1.22796 -0.18789  C2 1.545, C5 1.513, H12 1.101, H13 1.095
5 C 1.38134 1.23454 -0.07593  C4 1.513, C6 1.335, H14 1.088
6 C 1.86258 -0.00936 -0.12513  C5 1.335, C7 1.517, H15 1.088
7 C 0.73996 -1.01882 -0.26893  C2 1.551, C6 1.517, H16 1.095, H17 1.101
8 H -2.20102 -1.49537 0.39705  C1 1.095
9 H -1.81067 -1.02507 -1.28662  C1 1.096
10 H -2.57859 0.13508 -0.16527  C1 1.097
11 H 0.28134 0.13554 1.97519  O3 0.968
12 H -0.43765 1.43488 -1.22377  C4 1.101
13 H -0.64627 1.94007 0.46242  C4 1.095
14 H 1.97489 2.14131 0.01493  C5 1.088
15 H 2.91650 -0.27806 -0.08956  C6 1.088
16 H 0.87846 -1.93508 0.31380  C7 1.095
17 H 0.62955 -1.30622 -1.32628  C7 1.101

SMILES string	CC1(O)CC=CC1
E_HOMO	-9.510	eV
energy relative to the best compared isomer or geometry (same formula, charge and spin)	0.052	eV
frontier orbital gap	10.534	eV
charge	0


no.,F_max (eV/A)
1,0.611
2,0.283
3,0.482
4,0.401